C12H28F2N5O9S2V | ωB97M-V/def2-TZVPD

```
59
C12H28F2N5O9S2V | OMol25 | ωB97M-V/def2-TZVPD
O 0.377 -2.508 0.428
V 0.255 -1.141 -0.383
N 0.796 -1.857 -2.227
S 1.929 -1.367 -3.342
O 1.358 -0.694 -4.449
O 2.982 -2.274 -3.530
F 2.558 -0.241 -2.420
S -0.047 -2.874 -3.181
O 0.606 -4.022 -3.661
O -1.082 -2.247 -3.916
F -0.864 -3.504 -1.940
C -2.893 -1.324 -1.356
O -1.819 -1.159 -0.769
N -4.046 -0.800 -0.976
C -5.268 -1.052 -1.741
C -4.189 -0.119 0.288
H -3.003 -2.021 -2.195
H -6.006 -1.414 -1.027
H -5.154 -1.819 -2.503
H -5.575 -0.124 -2.219
H -3.351 -0.222 0.965
H -4.408 0.938 0.092
H -5.114 -0.405 0.794
C 0.854 2.157 -0.740
O 0.357 1.027 -0.808
N 1.283 2.871 -1.761
C 1.734 4.230 -1.523
C 1.069 2.457 -3.137
H 1.022 2.625 0.239
H 0.929 4.963 -1.663
H 2.456 4.554 -2.271
H 2.095 4.369 -0.508
H 1.107 1.385 -3.279
H 0.052 2.754 -3.423
H 1.726 2.965 -3.836
C 2.932 -0.502 1.352
O 2.401 -0.725 0.263
N 3.508 0.645 1.690
C 3.908 1.589 0.656
C 4.065 0.888 3.013
H 2.934 -1.239 2.168
H 3.440 1.297 -0.281
H 4.968 1.437 0.421
H 3.767 2.616 0.980
H 3.588 1.723 3.519
H 4.017 -0.002 3.641
H 5.132 1.056 2.851
C -0.887 -0.048 2.574
O -0.368 -0.324 1.493
N -1.526 -0.923 3.346
C -1.560 -0.677 4.793
C -1.785 -2.278 2.878
H -0.897 0.987 2.937
H -2.512 -1.012 5.199
H -1.473 0.393 4.970
H -0.723 -1.206 5.247
H -2.711 -2.657 3.310
H -1.969 -2.197 1.809
H -0.972 -2.948 3.152
```

Energy relative to the best compared isomer or geometry (same formula, charge and spin): 0.00 kcal/mol
Total charge: +1
Multiplicity: 2

---

C12H28F9N6O12SY | ωB97M-V/def2-TZVPD

```
69
C12H28F9N6O12SY | OMol25 | ωB97M-V/def2-TZVPD
Y 0.990 -0.478 -0.077
C 3.765 1.530 3.413
F 3.056 0.806 4.285
F 4.293 2.572 4.035
F 4.738 0.775 2.935
S 2.557 2.139 2.118
O 3.140 3.258 1.423
O 2.337 0.982 1.256
O 1.407 2.533 2.884
C -0.494 2.772 -0.646
O -1.817 2.761 -0.084
O -0.042 1.505 -0.705
C -0.443 3.594 -1.937
F -0.206 4.885 -1.696
F 0.568 3.195 -2.768
F -1.562 3.490 -2.680
C -2.027 3.859 0.784
C -3.393 3.528 1.477
H -4.231 3.906 0.891
H -3.610 2.467 1.628
H -3.452 3.895 2.507
H -2.236 4.765 0.214
H -1.334 3.972 1.619
H 0.243 3.277 -0.004
C -2.133 -2.144 -0.828
O -2.948 -2.418 0.337
O -0.879 -1.929 -0.354
C -2.268 -3.160 -1.980
F -3.462 -3.829 -1.976
F -2.242 -2.447 -3.139
F -1.329 -4.136 -2.072
C -4.329 -2.179 0.177
C -5.071 -2.649 1.441
H -4.788 -3.677 1.665
H -4.713 -2.017 2.253
H -6.139 -2.595 1.242
H -4.806 -2.687 -0.668
H -4.594 -1.135 -0.032
H -2.446 -1.146 -1.163
O 0.688 -0.761 -2.499
H 0.676 -1.492 -3.124
H 0.207 -0.043 -2.936
O 1.660 -2.051 1.701
H 1.668 -3.004 1.817
H 1.285 -1.699 2.523
C 3.141 -3.027 -1.302
O 2.446 -2.111 -0.844
N 3.426 -4.134 -0.582
N 3.615 -2.949 -2.575
H 3.732 -4.878 -1.187
H 3.188 -4.275 0.376
H 3.038 -2.415 -3.197
H 4.370 -3.556 -2.837
C 3.416 0.725 -2.547
O 2.908 0.499 -1.451
N 4.666 0.324 -2.873
N 2.803 1.505 -3.475
H 5.062 -0.329 -2.217
H 5.185 0.497 -3.710
H 3.322 1.586 -4.328
H 1.921 1.962 -3.318
C -1.171 0.175 2.521
O -0.193 -0.015 1.778
N -2.133 -0.745 2.675
N -1.263 1.263 3.321
H -2.649 -0.829 3.532
H -2.281 -1.511 2.025
H -0.724 2.089 3.113
H -2.109 1.364 3.847
```

Total energy: -82753.0511 eV

---

C12H28GaN6O6S | ωB97M-V/def2-TZVPD

```
54
C12H28GaN6O6S | OMol25 | ωB97M-V/def2-TZVPD
O 3.707 0.644 -2.870
H 4.191 0.967 -3.659
Ga 0.506 0.196 -1.397
N 1.093 2.015 -0.997
N 1.629 -0.166 0.256
N -1.278 0.658 -1.973
N -0.363 -1.545 -1.043
O 0.628 3.024 -1.677
O -1.513 1.905 -2.390
O -0.037 -2.460 -0.129
O 1.510 -1.114 1.137
C 2.324 0.928 0.667
C 2.047 2.118 -0.061
C -2.069 -0.393 -2.162
C -1.622 -1.603 -1.517
C 2.600 3.467 0.170
H 3.171 3.783 -0.711
H 3.259 3.466 1.037
H 1.773 4.170 0.323
C 3.156 0.827 1.898
H 3.866 0.000 1.803
H 2.554 0.644 2.796
H 3.716 1.752 2.056
C -3.403 -0.083 -2.721
C -2.600 -2.681 -1.196
H -3.259 0.686 -3.497
H -4.041 0.340 -1.925
H -3.857 -0.982 -3.148
H -2.204 -3.353 -0.434
H -2.831 -3.250 -2.109
H -3.540 -2.232 -0.837
H -0.578 2.416 -2.163
H 0.665 -1.967 0.473
C 2.951 -1.422 -2.166
H 3.933 -1.045 -1.920
H 2.636 -1.573 -3.186
H 2.674 -2.205 -1.434
O 1.009 0.514 -3.137
H 2.693 0.572 -2.961
H 0.751 1.454 -3.236
C -2.408 -2.164 2.855
N -2.731 -0.854 2.273
C -1.790 0.116 2.142
S -1.673 1.044 0.720
N -0.946 0.319 3.180
C -1.345 0.126 4.581
H -1.410 -2.154 3.304
H -2.447 -2.931 2.067
H -3.153 -2.408 3.624
H -3.358 -0.889 1.472
H -0.288 1.067 3.006
H -0.693 -0.624 5.048
H -1.216 1.076 5.115
H -2.388 -0.195 4.653
```

Energy relative to the best compared isomer or geometry (same formula, charge and spin): 50.40 kcal/mol
Total charge: +1

---

C12H28N | ωB97M-V/def2-TZVPD

```
41
C12H28N | OMol25 | ωB97M-V/def2-TZVPD
C -2.516 1.438 2.204
C -2.015 0.855 0.919
C -0.506 0.425 0.987
N 0.090 -0.162 -0.260
C 1.312 -0.954 0.023
C 2.507 -0.222 0.638
C 3.450 -1.247 1.271
C 0.390 0.881 -1.309
C 0.780 2.297 -0.884
C 1.148 3.136 -2.080
C -0.860 -1.089 -0.904
C -1.221 -2.365 -0.106
C -2.466 -3.021 -0.755
H -2.108 2.411 2.396
H -2.214 0.771 3.013
H -3.597 1.538 2.220
H -2.150 1.512 0.075
H -2.593 -0.030 0.678
H -0.420 -0.296 1.828
H 0.069 1.330 1.266
H 1.616 -1.446 -0.883
H 1.067 -1.719 0.774
H 3.082 0.256 -0.130
H 2.210 0.511 1.403
H 3.009 -1.768 2.121
H 3.703 -2.029 0.553
H 4.380 -0.772 1.628
H 1.249 0.508 -1.863
H -0.405 0.899 -2.071
H -0.099 2.806 -0.437
H 1.582 2.326 -0.111
H 1.364 4.170 -1.825
H 0.357 3.091 -2.846
H 2.086 2.722 -2.501
H -1.747 -0.547 -1.165
H -0.432 -1.418 -1.851
H -0.395 -3.078 -0.160
H -1.435 -2.161 0.945
H -2.812 -3.869 -0.186
H -3.248 -2.289 -0.849
H -2.212 -3.402 -1.767
```

Energy relative to the best compared isomer or geometry (same formula, charge and spin): 0.00 kcal/mol
Total charge: +1
SMILES: CCC[N+](CCC)(CCC)CCC

---

C12H28N4O4 | ωB97M-V/def2-TZVPD

```
48
C12H28N4O4 | OMol25 | ωB97M-V/def2-TZVPD
C 0.871 -2.714 -1.754
N 1.069 -1.851 -0.610
C 2.349 -1.238 -0.352
C -0.020 -1.396 0.059
O -1.170 -1.610 -0.260
H 0.363 -2.236 -2.595
H 0.254 -3.562 -1.463
H 1.845 -3.046 -2.107
H 2.659 -1.403 0.680
H 3.100 -1.692 -0.995
H 2.364 -0.170 -0.585
H 0.261 -0.741 0.905
C 2.495 -0.367 3.883
N 3.648 -0.270 4.765
C 4.387 -1.481 5.089
C 4.120 0.931 5.167
O 5.105 1.104 5.842
H 2.542 -1.303 3.326
H 2.412 0.491 3.220
H 1.551 -0.448 4.442
H 3.689 -2.303 5.221
H 5.121 -1.709 4.310
H 4.946 -1.324 6.008
H 3.548 1.796 4.792
C -3.525 0.532 0.372
N -3.714 1.901 0.811
C -2.967 2.955 0.162
C -4.520 2.207 1.849
O -4.689 3.325 2.286
H -4.412 -0.073 0.575
H -2.695 0.052 0.895
H -3.345 0.435 -0.696
H -2.602 3.668 0.904
H -2.107 2.535 -0.355
H -3.588 3.516 -0.541
H -4.991 1.307 2.282
C -0.944 1.622 -4.204
N -1.321 0.278 -4.536
C -1.130 -0.208 -5.882
C -1.644 -0.603 -3.555
O -1.965 -1.755 -3.756
H -1.524 1.996 -3.359
H -1.152 2.301 -5.034
H 0.123 1.755 -3.976
H -0.149 -0.685 -5.997
H -1.872 -0.973 -6.098
H -1.229 0.612 -6.586
H -1.545 -0.159 -2.549
```

Energy relative to the best compared isomer or geometry (same formula, charge and spin): 58.89 kcal/mol
SMILES: CN(C)C=O.CN(C)C=O.CN(C)C=O.CN(C)C=O